Computed, not measured: a structure of composition C50H56AsFHgN4PSSi, with ωB97M-V/def2-TZVPD.

Geometry as XYZ:
```
116
Properties=species:S:1:pos:R:3:forces:R:3
Hg 0.0439 0.4315 2.4156 -0.14 0.11 -0.27
As -2.8066 3.2709 -0.5503 -1.33 0.79 -0.98
S -2.4656 4.6989 1.6660 -0.19 0.94 1.76
P 3.8859 0.8073 -5.0722 -0.78 -0.89 0.76
Si 1.5474 -1.4328 4.6142 -0.86 -1.27 -0.38
F -1.9539 -4.1009 -6.8533 -0.43 0.32 -0.80
N 3.6761 -0.8095 -2.7352 0.06 -1.31 0.78
N -1.2521 -1.6479 3.9251 -0.53 0.92 -0.18
N 5.2907 -1.5806 -4.4285 -1.82 -0.76 0.36
N 5.7328 0.3905 -3.0294 0.81 0.39 -0.40
C 5.2708 1.4089 -3.9491 0.08 0.06 -0.67
C -6.7779 4.5756 0.3320 -0.79 0.76 0.05
C -3.4432 -0.5657 3.3868 -1.14 -0.12 -0.21
C 0.2728 6.5852 -1.8801 -1.86 -1.51 0.61
C 3.7656 -3.2999 8.3175 -0.54 -0.56 0.55
C -2.0527 6.1244 -1.2406 0.77 0.59 -0.54
C -3.8373 1.5015 -2.5216 -0.46 -2.90 0.31
C -3.2351 -1.0124 1.9115 -0.91 0.84 -0.35
C -4.2599 1.8818 -4.8767 0.64 1.75 0.23
C -1.4260 -1.5640 -4.2523 0.17 0.34 -1.11
C -4.1800 4.8262 1.3465 0.26 -1.11 -1.37
C 6.2625 -0.7546 -3.7879 1.56 0.33 0.44
C -1.6208 -2.0780 -5.5250 -0.46 -1.86 0.90
C -0.2962 -1.9877 4.9566 0.53 0.59 0.91
C -1.5743 -2.6866 2.9990 -1.21 -1.88 0.84
C 3.5160 -4.3427 1.5115 -1.51 0.36 0.35
C 4.2398 -1.9956 -3.3959 1.17 0.53 -0.44
C -4.1930 1.0491 -3.7734 -0.54 -1.01 -2.04
C -2.3745 -0.8325 4.4338 0.94 0.24 0.08
C 1.5912 0.2759 4.0628 1.11 2.08 0.13
C -2.2823 -2.2334 1.7116 -0.40 0.72 0.07
C 2.4345 -2.8525 8.4971 0.79 0.70 0.90
C 3.7760 -2.4429 6.0828 -2.12 0.89 0.30
C -1.8960 -3.4479 -5.6462 -0.42 -0.59 1.33
C 4.6125 -0.8363 -5.5260 0.77 -0.15 0.17
C -1.9707 -4.2920 -4.5147 1.13 -0.44 -1.27
C 2.8937 0.0082 -3.5923 -0.71 1.49 -2.02
C -0.9933 7.0590 -1.3885 0.96 -1.87 -0.52
C -4.4257 4.1885 0.0819 -0.76 0.45 0.75
C 2.2905 -2.6097 3.2593 -0.71 2.92 1.15
C 2.4727 -3.9045 3.6552 0.98 -2.20 -0.96
C -6.5296 5.2164 1.5399 -1.46 0.42 0.56
C 4.7292 -0.0635 -2.1022 1.27 -0.59 0.84
C -3.6313 2.8018 -2.3146 -0.06 1.77 -0.11
C -1.8264 4.7392 -1.4250 0.16 0.70 0.65
C -1.2017 -2.4506 -3.1438 0.29 2.53 0.32
C 3.1331 -3.0897 1.0750 0.53 1.93 0.03
C 3.1205 -4.7863 2.7678 -0.25 0.34 0.12
C -1.3748 -3.8042 -3.3698 -0.63 -2.21 0.69
C -4.0853 3.2981 -4.6984 0.10 -2.44 0.91
C -0.8260 -1.8783 -1.9385 0.59 0.82 0.44
C 2.3941 -1.9760 6.2099 1.82 -0.25 1.75
C 2.6399 -2.1326 1.9846 0.69 -0.81 -0.06
C 0.4083 5.2072 -2.2543 -1.34 1.93 0.93
C -0.6349 4.3034 -1.9744 0.99 1.61 -0.29
C -5.2866 5.3640 2.0526 2.70 -0.04 0.07
C -3.8728 3.6863 -3.3933 0.38 1.37 1.14
C 1.7997 -2.0854 7.5251 -0.22 -0.78 -1.95
C -5.7222 4.1418 -0.4528 1.04 -0.19 0.57
C 4.4131 -3.1528 7.0908 -1.18 0.90 0.35
H 3.9635 -5.0010 0.8261 0.56 -0.87 -0.74
H 4.8946 2.2890 -3.3983 0.23 -0.25 -0.18
H 3.4536 -2.5270 -3.9451 0.14 0.02 0.36
H -2.9313 -0.1490 1.2649 0.22 -0.62 0.77
H -4.3648 -0.0014 -4.0221 0.21 0.10 0.59
H 5.3780 -3.5624 6.9284 0.86 -0.10 0.02
H 4.7659 -2.6728 -2.6495 -0.80 0.87 -0.77
H 4.3161 -3.7699 9.1597 -0.62 0.14 -0.66
H -3.7349 0.7361 -1.7281 0.18 0.58 -0.36
H -4.3174 1.4772 -5.8769 -0.27 -0.15 -0.04
H -5.8042 3.7725 -1.4571 -0.53 -0.35 -0.24
H -2.9016 -1.2920 5.3371 0.96 0.41 -0.69
H -0.2808 -3.0678 5.2878 -0.39 0.79 -0.28
H -0.4609 3.2677 -2.1559 0.00 -0.73 -0.06
H 6.1522 1.6969 -4.5637 -0.59 0.20 0.25
H -2.2507 -5.3835 -4.6216 0.60 1.36 -0.04
H -3.9535 3.9565 -5.5285 -0.44 0.48 -0.37
H 0.7662 -1.7133 7.7354 1.01 -0.33 -0.39
H 2.7252 -1.0453 1.7141 -0.80 -1.24 0.32
H -0.6321 -1.3543 5.8251 0.58 -0.82 -0.29
H 2.2379 -4.3014 4.6461 -0.23 0.43 -0.25
H 6.9569 -1.3678 -3.1340 -1.03 0.49 -0.39
H 4.3665 0.7663 -1.4679 -0.08 -0.32 -0.46
H -5.0541 5.9078 2.9610 -0.32 -0.03 0.12
H -1.8525 0.1240 4.6973 -0.79 -0.59 0.36
H 5.3484 -0.6624 -6.2869 0.71 0.09 -0.54
H -0.9711 -4.5192 -2.6297 -0.77 0.42 -0.05
H -1.0461 -2.3002 -0.9736 0.17 -0.33 0.06
H -4.3681 -0.9627 3.8064 -0.06 -0.99 -0.34
H -7.3551 5.6773 2.1196 0.30 -0.49 -0.51
H -2.2217 -3.4505 3.5076 -0.10 0.28 0.00
H -3.8524 4.7471 -3.0802 0.29 -0.39 -0.71
H -1.6705 -1.5069 -6.4025 0.05 1.02 -1.06
H -1.0595 8.0838 -1.0195 -0.28 -0.22 -0.33
H 3.8851 -1.4763 -6.0244 -0.31 0.01 0.29
H -4.2908 -1.1902 1.5054 1.44 -0.25 0.50
H 4.3054 -2.1277 5.1868 -0.07 -0.63 -0.09
H -0.5229 -0.8205 -1.9733 -0.31 -0.42 0.28
H 6.9161 -0.3304 -4.5715 -0.12 -0.15 0.21
H -2.9408 -2.9588 1.2210 0.71 -0.58 0.42
H 3.2628 -5.8341 2.9937 0.18 -0.01 0.36
H 1.1269 7.2265 -1.8069 0.38 0.31 -0.42
H 1.3213 4.8889 -2.6908 0.73 -0.41 -0.23
H -1.3999 -0.4564 -4.1504 0.14 -0.97 0.23
H -0.6528 -3.2683 2.9131 0.07 0.22 -0.97
H 2.5441 0.6069 3.5407 -1.06 -0.46 0.60
H 1.9616 -0.4656 -3.9925 0.82 0.14 0.50
H -7.8321 4.5755 0.0660 0.23 -0.30 -0.60
H 3.3145 -2.7109 0.0654 0.17 -0.48 0.15
H 1.3085 1.0956 4.7908 0.22 -1.01 -0.72
H 2.6168 0.9550 -3.1331 -0.45 -0.29 0.81
H -3.7948 0.4530 3.4170 0.70 0.89 -0.24
H 1.9101 -2.9699 9.4706 0.64 -0.03 -0.69
H 5.3695 -0.7285 -1.4779 -1.04 0.03 0.21
H -1.5025 -1.9921 1.0075 0.09 0.30 -0.44
H -3.0525 6.5250 -1.0391 0.35 -0.47 0.57
```
Positions in Å, forces in eV/Å.

Properties
E_HOMO (alpha / beta): 0.053 / 0.058 eV
Gap between HOMO and LUMO (alpha / beta): 3.44 / 3.02 eV
<S²>: 0.7589
Lowest unoccupied orbital energy (alpha / beta): 3.49 / 3.08 eV
2S+1: 2
Charge: -2

---

Computed, not measured: a structure of composition C50H56ClGeOPSbV, with ωB97M-V/def2-TZVPD.

Geometry as XYZ:
```
112
Properties=species:S:1:pos:R:3:forces:R:3
Sb -0.3723 3.8050 -0.2981 -0.16 -2.29 -2.43
Ge -1.2089 -2.1928 2.0716 -0.86 -0.64 1.16
V -0.3780 -2.5184 -1.4099 -2.16 -0.33 3.47
Cl -2.0939 -3.9139 -1.9149 0.54 0.28 -0.01
P 1.6454 -1.0202 -2.2391 0.47 0.01 -0.71
O -2.2084 -0.2196 -1.9217 1.62 -1.15 -1.23
C 3.4222 0.6186 -3.7489 -0.40 -0.75 0.65
C -1.2814 -0.9375 -2.2977 -1.98 1.59 1.55
C -3.5644 -2.0255 3.8112 -0.40 -0.18 0.54
C -0.6047 -2.1792 0.2411 0.49 -0.34 -2.41
C 4.4142 -1.4210 -2.8560 -0.54 1.76 -0.74
C 1.8989 -2.7437 -1.6342 1.67 -0.53 -0.44
C 1.0933 5.3431 -2.6909 0.50 0.69 0.00
C 4.6864 1.1130 -4.0932 -0.08 -0.46 0.57
C 0.7852 -0.2593 5.7795 -0.49 0.16 -0.03
C 2.8216 -2.8179 -0.5580 -1.35 0.12 0.14
C 1.5525 -5.1306 -1.5409 -0.26 -0.58 -0.07
C -1.0576 -6.3986 2.3153 -0.73 0.17 -0.47
C -5.4213 -1.5036 1.8386 -0.73 -0.11 -0.67
C 0.6756 -1.3528 -3.7471 -0.83 0.73 0.88
C 0.5198 -1.7396 -6.1279 1.03 -0.05 1.11
C -0.5191 0.2039 5.4665 0.58 0.19 1.15
C -2.2747 1.9290 1.1968 -0.19 0.42 0.27
C -4.1144 -1.8534 1.5093 0.25 0.58 -0.54
C -0.3116 5.3848 -2.1025 -0.36 -0.52 1.57
C -5.8364 -1.3429 3.1609 1.72 -0.62 -0.38
C -3.4955 3.8295 -0.0553 0.22 -1.06 -0.17
C 5.8296 0.3323 -3.8239 -0.49 -0.01 -0.05
C -0.7173 -1.0664 -3.6607 0.28 0.08 -2.05
C -1.4679 -1.1345 -4.8484 -0.32 -0.27 0.36
C -1.3368 4.8179 -3.0817 -1.05 0.83 -0.54
C 1.4864 1.7874 1.2560 0.07 -0.02 0.16
C -4.8703 -1.6650 4.1362 -0.59 0.35 0.16
C 0.9632 -1.3249 3.5890 -0.40 0.43 1.29
C -2.3400 3.4342 0.9073 0.53 1.28 -1.15
C -0.7935 -4.0240 2.7727 0.08 0.16 -0.29
C -0.6053 -6.7381 3.5813 0.83 -0.04 -0.11
C -1.2072 -5.0493 1.9249 0.47 -1.06 0.41
C 2.6074 2.9940 -0.6445 0.12 -0.03 -0.41
C -0.2382 -4.3646 4.0193 -0.53 -0.56 -0.58
C 3.2869 -0.5825 -3.0031 0.92 -0.44 -0.32
C -3.1530 -2.0351 2.4930 0.61 -0.14 -1.07
C 2.9821 -4.0324 0.0833 0.76 0.80 -0.02
C -1.0807 -0.2080 4.2765 -0.76 0.46 -0.03
C -0.8387 -1.4896 -6.0669 -0.91 0.35 0.38
C 1.9543 4.3364 1.4296 1.15 -0.70 1.66
C 5.6611 -0.9375 -3.2893 -1.03 -0.09 0.49
C -0.3855 -1.0411 3.4176 0.31 -0.19 -1.93
C 1.2908 -1.6775 -4.9162 -1.02 -0.36 -2.45
C 2.3786 -5.1576 -0.4297 -0.38 -1.05 -0.08
C 1.6963 3.1058 0.5648 -2.17 1.97 -0.69
C 1.4989 -0.9837 4.8195 0.46 0.26 0.47
C -2.3234 4.4272 2.0769 -0.96 0.52 -0.18
C 1.3359 -3.9372 -2.1958 0.39 2.06 -1.04
C -0.7287 6.7352 -1.4673 0.56 0.64 -0.09
C -0.1492 -5.7092 4.4092 -0.49 0.47 -0.02
H 3.5136 2.4359 -0.3948 0.22 0.02 0.26
H -1.1644 7.4368 -2.2048 0.09 -0.31 0.00
H 1.2548 -0.0841 6.7592 -0.36 0.07 -0.54
H 0.5944 1.7149 1.8939 0.39 0.19 -0.05
H -1.3976 5.4573 -4.0018 0.17 -0.16 0.63
H -2.3661 4.7814 -2.6854 0.38 0.31 0.14
H -1.4597 6.6321 -0.6440 0.32 -0.03 -0.54
H 2.4909 -1.3486 5.0441 0.21 0.20 0.19
H 2.9202 3.9802 -1.0267 -0.12 -0.48 0.21
H 1.0367 -1.9658 -7.0682 -0.39 0.00 0.39
H 1.8845 5.3488 -1.9270 -0.39 0.19 -0.18
H 1.3105 6.2261 -3.3452 -0.42 -0.49 0.34
H -2.0978 0.1490 4.0347 0.58 -0.53 0.09
H -2.5731 -0.9621 -4.7933 1.19 -0.15 -0.13
H -6.8348 -1.0035 3.3740 -0.12 -0.05 0.29
H 1.4164 0.9946 0.5146 -0.12 -0.14 -0.09
H 0.1947 -5.9194 5.4071 0.23 -0.17 0.18
H -1.4838 -1.5578 -6.9528 0.50 0.06 0.28
H 2.1592 2.4202 -1.4828 -0.04 0.37 0.50
H 4.2665 -2.4191 -2.4941 0.36 -0.22 0.35
H 0.1614 7.2831 -1.0517 -0.70 -0.70 -0.22
H -3.5260 3.2205 -0.9809 0.39 0.26 0.40
H -4.4183 3.5220 0.4669 0.03 0.54 -0.03
H 2.1024 5.2198 0.8155 0.17 0.05 -0.05
H 0.8539 -3.8368 -3.2216 0.31 -0.42 1.51
H 1.2565 4.4509 -3.2953 -0.14 -0.07 0.03
H -1.1451 0.8223 6.1671 0.99 -0.65 -0.69
H 2.3441 -1.9028 -4.9353 0.18 0.11 -0.11
H -3.5130 4.8926 -0.3575 -0.02 -0.44 0.45
H -1.3794 -7.2037 1.6439 0.11 0.40 0.15
H -1.5102 1.7435 1.9612 -0.46 -0.14 0.12
H 1.1434 4.5923 2.1520 0.56 -0.48 -0.56
H 6.8486 0.6547 -4.0545 -0.50 0.16 0.03
H -5.1232 -1.5869 5.1862 -0.12 -0.10 0.05
H 0.0629 -3.5842 4.6989 0.16 0.07 0.15
H -3.2626 1.5213 1.4651 0.14 0.31 0.54
H 3.5910 -4.0891 0.9772 0.09 -0.12 -0.11
H 4.7690 2.1366 -4.4432 0.04 -0.25 -0.40
H -3.3395 4.5459 2.5603 0.91 -0.57 -0.11
H -6.1319 -1.3836 1.0052 0.29 0.12 0.52
H 3.2969 -1.8833 -0.2185 -0.27 -0.61 0.06
H -1.5443 4.1694 2.7928 -0.16 0.10 0.22
H -2.8802 -2.3341 4.6065 -0.17 0.34 -0.16
H 1.0519 -6.0320 -1.9039 0.37 0.22 0.13
H -1.2004 3.8084 -3.4481 0.71 -0.25 0.24
H -3.8007 -1.8846 0.4538 -0.31 -0.03 0.47
H 2.8755 4.1309 2.0487 -0.39 0.49 -0.34
H 2.3847 1.5973 1.8576 -0.07 -0.13 0.18
H -0.4955 -7.8049 3.8622 -0.20 0.87 -0.07
H -2.1250 5.4467 1.6746 0.05 -0.71 0.33
H 2.5822 -6.1216 0.0163 -0.15 0.03 0.25
H -2.0131 1.3116 0.3462 0.27 0.26 -0.51
H 1.5787 -1.8651 2.8779 -0.30 -0.17 -0.06
H 2.4663 1.0523 -4.0708 0.64 0.57 0.31
H -1.6195 -4.8218 0.9461 0.00 -0.04 0.02
H 6.4853 -1.5728 -3.0919 0.90 -0.41 -0.14
```
Positions in Å, forces in eV/Å.

Properties
E_HOMO (alpha / beta): -5.529 / -5.527 eV
Gap between HOMO and LUMO (alpha / beta): 4.54 / 4.54 eV
Lowest unoccupied orbital energy (alpha / beta): -0.99 / -0.99 eV

---

Number 1: E -5675.7471 a.u., maximum force 3.22 eV/Å. Number 2: E -6076.5159 a.u., maximum force 4.10 eV/Å.